1.
DFT (ωB97M-V with the def2-TZVPD basis set) results for C41H56N6O3SSr as an isolated structure.

Atoms and positions in Å:
Sr (-1.35211, 1.59974, 0.31569)
C (-1.99370, 2.00631, 3.89979)
C (-3.37200, 2.10182, 3.26259)
N (-3.36968, 2.60674, 1.88893)
C (-3.22394, 4.04657, 1.73491)
C (-1.81861, 4.54789, 2.01663)
C (-1.58192, 5.74663, 2.67394)
C (-0.26778, 6.13458, 2.88803)
C (0.76863, 5.32197, 2.46081)
C (0.45016, 4.13832, 1.80039)
C (1.53849, 3.22161, 1.26746)
N (1.19813, 1.80402, 1.23049)
C (1.35477, 1.06550, 2.48474)
C (0.33684, 1.44502, 3.54526)
N (-1.03930, 1.22808, 3.11632)
N (-0.80920, 3.79768, 1.59022)
H (-2.13040, 1.59694, 4.91119)
H (-1.57281, 3.00545, 4.03061)
H (-3.99358, 2.73611, 3.91336)
H (-3.83102, 1.11371, 3.24368)
H (-4.22411, 2.29727, 1.44065)
H (-3.91700, 4.60732, 2.37922)
H (-3.45760, 4.30583, 0.69791)
H (-2.40423, 6.35715, 3.02234)
H (-0.05308, 7.06282, 3.40168)
H (1.80084, 5.59465, 2.63641)
H (2.45321, 3.40814, 1.84903)
H (1.74554, 3.53548, 0.23977)
H (1.74861, 1.34090, 0.51618)
H (2.36903, 1.19662, 2.89191)
H (1.24733, 0.00602, 2.23717)
H (0.44367, 2.50488, 3.78786)
H (0.58496, 0.89786, 4.46627)
H (-1.29517, 0.24413, 3.14728)
O (-0.57045, 0.81807, -1.97829)
C (-0.45498, 1.75476, -3.06176)
C (-0.73717, 3.18515, -2.45258)
O (-0.23726, 4.14308, -3.03272)
O (-1.50507, 3.20228, -1.44676)
C (-1.53940, 1.52240, -4.09777)
C (-1.36975, 1.97910, -5.40247)
C (-2.37370, 1.80455, -6.34024)
C (-3.55884, 1.17316, -5.98584)
C (-3.73695, 0.72929, -4.68563)
C (-2.73488, 0.90905, -3.74078)
C (0.94715, 1.53259, -3.63375)
C (2.00509, 2.42158, -3.49765)
C (3.28182, 2.06684, -3.92247)
C (3.52183, 0.82804, -4.49193)
C (2.46700, -0.06432, -4.64541)
C (1.19757, 0.29021, -4.22215)
H (-0.66369, -0.08756, -2.29824)
H (-0.44872, 2.47826, -5.67536)
H (-2.23189, 2.16223, -7.35216)
H (-4.34143, 1.03343, -6.72064)
H (-4.66173, 0.24411, -4.39985)
H (-2.89020, 0.57615, -2.72181)
H (1.82046, 3.39967, -3.07873)
H (4.09231, 2.77701, -3.81285)
H (4.51636, 0.56439, -4.82998)
H (2.62861, -1.03010, -5.10902)
H (0.38082, -0.41048, -4.36399)
C (-1.37693, -4.83415, 0.46980)
C (-0.01393, -5.46903, 0.23011)
C (0.90122, -5.39614, 1.45099)
C (1.42339, -3.99450, 1.74950)
N (2.33139, -3.52403, 0.71186)
C (2.07370, -2.55018, -0.17433)
S (0.71543, -1.55304, -0.11229)
N (2.95314, -2.38000, -1.18105)
C (4.19189, -3.10816, -1.37562)
C (5.33124, -2.61925, -0.48252)
C (6.62188, -3.41171, -0.67284)
C (6.52710, -4.85199, -0.18214)
H (-2.01535, -4.92326, -0.40913)
H (-1.29222, -3.77010, 0.68883)
H (-1.89204, -5.31162, 1.30633)
H (0.47468, -4.98393, -0.62127)
H (-0.13774, -6.51815, -0.05053)
H (1.75783, -6.06828, 1.32465)
H (0.36526, -5.75467, 2.33483)
H (1.96267, -3.98718, 2.70002)
H (0.61495, -3.26979, 1.81702)
H (3.15308, -4.08792, 0.56246)
H (2.72932, -1.61369, -1.79648)
H (4.47294, -2.99571, -2.42401)
H (4.00615, -4.17810, -1.23988)
H (5.02265, -2.66701, 0.56689)
H (5.50031, -1.56224, -0.70164)
H (7.42749, -2.90352, -0.13869)
H (6.90593, -3.39596, -1.72959)
H (6.22119, -4.88601, 0.86658)
H (7.48857, -5.35966, -0.25849)
H (5.80916, -5.43855, -0.75759)
C (-2.84046, -0.83112, 0.03749)
C (-3.51012, -0.96767, 1.28090)
C (-4.85259, -0.54823, 1.49274)
C (-5.47700, -0.65834, 2.71985)
C (-4.82100, -1.18890, 3.83155)
C (-3.50828, -1.62350, 3.65322)
C (-2.87206, -1.51433, 2.43161)
H (-3.46305, -0.71957, -0.84873)
H (-1.97650, -1.47291, -0.11079)
H (-5.41425, -0.15680, 0.64928)
H (-6.50849, -0.33278, 2.80806)
H (-5.31923, -1.28268, 4.78666)
H (-2.96907, -2.06693, 4.48512)
H (-1.85818, -1.89545, 2.32342)

Results
2S+1   1
Highest occupied orbital energy   -0.2011 Ha
Orbital gap   5.7 eV

***

2.
DFT (ωB97M-V with the def2-TZVPD basis set) results for C41H57ClN7O4Re as an isolated structure.

Atoms and positions in Å:
Re (0.24975, 0.05425, -0.01269)
C (-1.04383, 4.35574, -3.89524)
C (0.44961, 4.39111, -3.55277)
C (0.68345, 3.65945, -2.28025)
C (0.82064, 4.16662, -1.02021)
C (0.80171, 5.58667, -0.58063)
C (-0.57074, 5.93875, 0.00105)
C (0.90880, 3.03964, -0.12786)
N (0.84557, 1.86964, -0.83237)
C (0.69356, 2.22490, -2.14790)
C (0.56058, 1.35186, -3.21078)
C (0.53988, -0.02871, -3.12551)
C (0.63119, -0.91268, -4.25935)
C (0.63710, -0.47735, -5.68332)
C (2.03246, -0.05494, -6.16025)
C (0.74568, -2.17968, -3.75692)
C (0.72184, -2.05194, -2.31894)
C (0.91723, -3.08479, -1.42359)
C (1.01454, -2.96315, -0.04196)
N (1.04293, -1.79017, 0.66534)
C (1.17804, -2.13082, 1.98789)
C (1.26201, -1.25647, 3.06251)
C (1.16970, 0.12302, 3.00138)
N (0.89579, 0.82273, 1.86186)
C (1.05959, 2.14202, 2.16395)
C (1.03054, 3.17241, 1.24603)
C (1.34068, 2.29566, 3.57084)
C (1.41127, 1.03593, 4.09503)
C (1.59084, 0.65203, 5.52409)
C (0.22732, 0.37190, 6.16438)
C (1.54497, 3.59723, 4.26538)
C (2.99527, 4.08309, 4.16062)
C (1.20351, -3.56015, 2.11992)
C (1.09579, -4.07944, 0.85878)
C (0.95570, -5.50692, 0.45706)
C (-0.52297, -5.85757, 0.25950)
C (1.22238, -4.28223, 3.42186)
C (-0.15521, -4.21257, 4.08865)
N (0.52889, -0.74470, -1.96564)
C (0.79211, -3.46019, -4.51627)
C (-0.60841, -4.07819, -4.58944)
H (-1.24980, 4.96592, -4.77005)
H (-1.62748, 4.72392, -3.05519)
H (-1.36631, 3.33743, -4.09434)
H (0.77595, 5.42649, -3.44789)
H (1.03573, 3.93978, -4.35566)
H (1.01383, 6.23414, -1.43160)
H (1.58201, 5.75566, 0.16528)
H (-1.35401, 5.70194, -0.71315)
H (-0.62329, 6.99467, 0.24977)
H (-0.76798, 5.36043, 0.89886)
H (0.50235, 1.78465, -4.19768)
H (-0.05606, 0.35706, -5.80735)
H (0.28843, -1.30423, -6.30220)
H (2.42154, 0.76024, -5.55399)
H (1.98593, 0.27286, -7.19581)
H (2.72787, -0.88880, -6.10042)
H (1.02517, -4.07603, -1.83325)
H (1.45569, -1.69302, 4.03006)
H (1.12859, 4.17668, 1.62913)
H (2.07638, 1.46627, 6.06105)
H (2.22739, -0.22909, 5.61366)
H (-0.40997, 1.25103, 6.10146)
H (0.35082, 0.11126, 7.21122)
H (-0.27386, -0.45128, 5.66025)
H (1.28530, 3.48555, 5.31848)
H (0.87984, 4.34503, 3.83179)
H (3.67131, 3.37304, 4.63206)
H (3.10120, 5.03927, 4.66772)
H (3.28963, 4.20549, 3.11996)
H (1.37524, -6.14446, 1.23507)
H (1.51049, -5.68836, -0.46438)
H (-1.07204, -5.69362, 1.18419)
H (-0.63211, -6.90063, -0.02412)
H (-0.96528, -5.23714, -0.51726)
H (1.97442, -3.84639, 4.08237)
H (1.48820, -5.32500, 3.25148)
H (-0.44450, -3.17943, 4.26391)
H (-0.14777, -4.73760, 5.03926)
H (-0.90639, -4.66853, 3.44935)
H (1.48240, -4.16249, -4.04694)
H (1.15243, -3.27039, -5.52714)
H (-0.99523, -4.27302, -3.59263)
H (-0.58051, -5.01169, -5.14404)
H (-1.29427, -3.40072, -5.09108)
O (-2.52930, 3.12202, -1.03319)
Cl (-2.47504, 1.84052, -0.46245)
O (-3.75317, 1.32524, -0.15799)
O (-1.81456, 0.93049, -1.37422)
O (-1.67468, 1.86208, 0.73527)
C (-4.60349, -1.65053, -0.42439)
N (-3.20189, -1.81531, -0.09644)
C (-2.38029, -2.19034, -1.22167)
C (-2.65562, -1.25847, 0.99455)
N (-1.37863, -0.94089, 1.08902)
N (-3.45441, -1.13784, 2.09826)
C (-4.29018, -2.22319, 2.56612)
C (-3.21647, -0.08927, 3.06303)
H (-4.69099, -0.97435, -1.27655)
H (-5.15305, -1.20842, 0.39868)
H (-5.02988, -2.62066, -0.68655)
H (-2.92319, -2.93637, -1.80171)
H (-1.45167, -2.62107, -0.85452)
H (-2.15706, -1.32886, -1.85627)
H (-1.16385, -0.71114, 2.05696)
H (-4.40332, -2.98954, 1.80393)
H (-5.27574, -1.84533, 2.84798)
H (-3.83800, -2.68104, 3.45594)
H (-2.67184, 0.72917, 2.59317)
H (-2.67627, -0.44949, 3.94700)
H (-4.18557, 0.29259, 3.38753)

Results
2S+1   2
Highest occupied orbital energy (spin up / spin down)   -0.3564 / -0.3517 Ha
Orbital gap (spin up / spin down)   5.3 / 5.4 eV
Total charge   +1